(1)
The ion C6H12 with charge -1 in a non-equilibrium geometry, computed with ωB97M-V with the def2-TZVPD basis set.

Summary:
Energy above the lowest of the compared OMol25 structures with the same formula, charge and spin in kJ/mol: 192.0
Total charge: -1
M in g/mol: 84.16
2S+1: 2
Expectation value of S²: 0.7504
Calculated total energy in eV: -6412.6660
HOMO level (alpha / beta) in eV: 1.4 / -5.2
LUMO (alpha / beta) in eV: 3.97 / 3.86

Last column: Mulliken spin population.
Element x y z (Å)
H1 0.659 -2.238 -2.057  0.005
H2 1.594 -0.561 -2.003  -0.304
C1 -1.000 2.383 1.541  2.615
C2 -0.149 0.453 0.049  1.188
C3 -1.074 1.076 0.761  -2.050
H3 -0.912 -0.356 -1.703  -0.204
H4 1.388 -1.232 0.760  -0.091
H5 0.791 0.674 0.193  0.245
H6 -2.114 0.799 0.694  -0.347
C4 0.928 -1.248 -1.425  0.137
H7 1.194 -2.853 0.164  -0.029
H8 -1.272 3.290 0.845  -0.361
H9 -1.640 2.751 2.475  -0.724
H10 0.037 2.573 1.852  -0.313
H11 -1.083 -1.603 -0.371  0.122
C5 -0.447 -0.726 -0.867  0.849
C6 1.538 -1.826 -0.150  0.256
H12 2.582 -1.920 -0.304  0.010

Atoms 1-6, force components in eV/Å:
H 0.78 2.41 0.73
H -0.90 -0.36 0.67
C 0.19 2.41 0.49
C -4.98 -1.59 -0.14
C -1.64 1.43 1.12
H -2.03 0.75 -1.84

***

(2)
A structure of composition C6H12 in a non-equilibrium geometry, computed with ωB97M-V with the def2-TZVPD basis set.

Summary:
Energy above the lowest of the compared OMol25 structures with the same formula, charge and spin in kJ/mol: 470.1
Total charge: 0
M in g/mol: 84.16
Calculated total energy in eV: -6412.0686
HOMO level in eV: -6.5
LUMO in eV: 1.19

Last column: Löwdin charge in e.
Element x y z (Å)
H1 0.897 1.206 -1.023  0.111
H2 -0.675 0.925 0.557  0.189
C1 0.575 -0.904 -0.469  -0.179
H3 -1.973 0.407 -1.519  0.072
H4 -2.163 0.145 1.529  0.092
C2 -1.652 -0.013 0.589  -0.230
C3 1.173 0.460 -0.285  -0.243
C4 -2.436 -0.137 -0.687  -0.129
H5 2.530 0.023 1.327  0.071
H6 0.171 -0.549 1.649  0.130
H7 -3.438 0.274 -0.556  0.068
H8 -2.540 -1.178 -1.011  0.070
H9 2.691 1.652 0.669  0.067
C5 -0.232 -0.359 0.661  -0.247
H10 0.038 -1.073 -1.397  0.101
C6 2.493 0.612 0.404  -0.121
H11 3.331 0.263 -0.217  0.072
H12 1.209 -1.755 -0.223  0.107

Atoms 1-6, force components in eV/Å:
H -0.15 -0.01 0.05
H -2.91 -0.19 0.01
C -0.04 -0.31 0.19
H -0.05 -0.06 0.10
H 0.11 -0.16 -0.04
C 1.17 2.87 -0.15

***

(3)
The molecule C6H12 in a non-equilibrium geometry, computed with ωB97M-V with the def2-TZVPD basis set.

Summary:
Energy above the lowest of the compared OMol25 structures with the same formula, charge and spin in kJ/mol: 240.4
Total charge: 0
M in g/mol: 84.16
Calculated total energy in eV: -6414.4492
HOMO level in eV: -8.8
SMILES: C/C=C/CCC
LUMO in eV: 1.24

Last column: Löwdin charge in e.
Element x y z (Å)
H1 -0.110 1.558 -1.828  0.115
H2 -0.813 0.907 0.575  0.049
H3 2.090 1.831 -1.704  0.023
C1 0.437 0.568 -1.982  -0.263
C2 1.871 0.840 -1.795  -0.142
H4 -1.219 -0.669 -1.568  0.105
C3 -0.556 -0.027 0.426  -0.105
H5 2.609 0.383 -2.487  0.079
H6 -2.141 -0.260 2.851  0.070
H7 0.210 -1.447 -0.969  0.098
H8 -0.857 0.783 3.141  0.074
C4 -0.305 -0.497 -0.960  -0.191
H9 2.128 0.348 -0.758  0.113
H10 -0.657 -0.883 3.511  0.037
C5 -1.073 -0.225 2.832  -0.114
H11 0.118 0.217 -2.979  0.094
H12 -0.403 -1.816 1.698  0.064
C6 -0.533 -0.818 1.565  -0.107

Atoms 1-6, force components in eV/Å:
H 0.37 -1.26 -0.21
H -1.27 4.76 0.59
H 0.62 2.75 0.15
C -3.34 -0.09 0.68
C 1.87 -4.08 2.25
H -0.01 0.01 0.90

***

(4)
The molecule C6H12 in a non-equilibrium geometry, computed with ωB97M-V with the def2-TZVPD basis set.

Summary:
Energy above the lowest of the compared OMol25 structures with the same formula, charge and spin in kJ/mol: 436.0
Total charge: 0
M in g/mol: 84.16
Calculated total energy in eV: -6412.4217
HOMO level in eV: -9.4
SMILES: C/C=C/C(C)C
LUMO in eV: 1.16

Last column: Löwdin charge in e.
Element x y z (Å)
C1 1.057 0.005 -0.435  -0.418
C2 2.012 -1.066 0.201  -0.069
H1 1.866 -1.138 1.418  0.150
H2 -1.424 1.250 0.048  0.026
H3 2.476 1.670 -0.082  0.101
H4 1.185 1.467 1.241  0.079
C3 1.369 1.375 0.143  -0.105
H5 -3.042 0.335 0.990  0.061
C4 -2.766 -0.225 0.155  -0.045
H6 1.133 -0.123 -1.554  0.150
H7 -2.832 -1.078 0.351  -0.065
H8 -3.480 0.057 -0.827  0.159
H9 2.982 -0.881 0.051  0.019
H10 -0.523 -1.519 -0.178  0.123
H11 1.754 -1.933 -0.137  -0.008
C5 -1.385 0.316 -0.064  -0.171
C6 -0.379 -0.440 -0.164  -0.113
H12 0.465 2.102 -0.336  0.128

Atoms 1-6, force components in eV/Å:
C 0.24 -1.68 1.01
C -3.15 4.61 5.03
H 0.20 0.40 -2.91
H 0.61 7.62 0.34
H -2.24 -0.05 0.20
H 0.27 -0.52 -0.78

***

(5)
The molecule C6H12 in a non-equilibrium geometry, computed with ωB97M-V with the def2-TZVPD basis set.

Summary:
Energy above the lowest of the compared OMol25 structures with the same formula, charge and spin in kJ/mol: 203.8
Total charge: 0
M in g/mol: 84.16
Calculated total energy in eV: -6414.8285
HOMO level in eV: -10.0
SMILES: CCCC1CC1
LUMO in eV: 1.27

Last column: Löwdin charge in e.
Element x y z (Å)
H1 2.982 0.059 0.877  0.073
H2 0.209 1.424 -0.003  0.156
H3 2.604 -0.345 2.603  0.047
H4 -2.024 -0.578 -2.713  0.115
C1 2.206 0.038 1.682  -0.108
C2 -1.582 0.204 -1.973  -0.125
H5 1.393 0.316 -0.876  0.111
H6 -0.514 -1.470 -1.010  0.152
H7 2.146 1.068 1.962  0.042
C3 -2.135 -0.021 -0.571  -0.157
C4 0.483 0.309 -0.263  -0.240
C5 0.805 -0.443 1.054  -0.231
H8 0.835 -1.509 0.849  0.089
H9 -2.869 -0.743 -0.197  0.099
H10 -1.571 1.269 -2.381  0.112
H11 -0.042 -0.123 1.800  0.136
C6 -0.677 -0.353 -0.839  -0.360
H12 -2.249 0.897 -0.001  0.088

Atoms 1-6, force components in eV/Å:
H -0.42 -0.48 0.69
H 0.67 -1.91 -0.54
H -0.12 -1.25 0.16
H 1.26 1.56 1.11
C -0.67 0.38 -1.93
C -1.45 -0.99 -0.71

***

(6)
The molecule C6H12 in a non-equilibrium geometry, computed with ωB97M-V with the def2-TZVPD basis set.

Summary:
Energy above the lowest of the compared OMol25 structures with the same formula, charge and spin in kJ/mol: 276.6
Total charge: 0
M in g/mol: 84.16
Calculated total energy in eV: -6414.0737
HOMO level in eV: -8.3
SMILES: C[C@H]1CC1(C)C
LUMO in eV: 1.13

Last column: Löwdin charge in e.
Element x y z (Å)
H1 1.958 0.402 1.356  0.077
C1 1.784 0.669 0.307  -0.058
H2 -2.855 0.829 0.547  0.079
H3 -2.016 2.090 -0.386  0.075
C2 -0.420 -0.772 0.800  -0.136
C3 -2.030 1.023 -0.146  -0.061
H4 -2.207 0.464 -1.069  0.080
H5 2.664 0.363 -0.271  0.068
H6 0.720 -2.218 -0.488  0.080
C4 0.489 0.005 -0.195  -0.380
H7 -1.093 -1.497 0.325  0.111
H8 -0.416 1.240 1.315  0.138
H9 1.772 1.773 0.272  0.079
C5 0.684 -1.270 -1.079  -0.073
H10 1.673 -1.186 -1.504  0.056
H11 0.104 -1.146 1.663  0.110
C6 -0.735 0.611 0.483  -0.320
H12 -0.082 -1.443 -1.835  0.076

Atoms 1-6, force components in eV/Å:
H 0.18 0.00 -0.01
C -0.02 -0.31 0.13
H 0.01 0.08 -0.14
H -0.07 -0.12 -0.06
C -0.37 0.18 1.12
C -0.13 0.01 -0.12

***

(7)
A cluster of 2 separate species, C6H12 in total, computed with ωB97M-V with the def2-TZVPD basis set.

Summary:
Energy above the lowest of the compared OMol25 structures with the same formula, charge and spin in kJ/mol: 369.2
Total charge: 0
M in g/mol: 84.16
Calculated total energy in eV: -6413.1146
HOMO level in eV: -8.8
SMILES: CC1(C)C=CC1.[H][H]
LUMO in eV: 1.00

Last column: Löwdin charge in e.
Element x y z (Å)
H1 1.128 0.757 -1.920  0.081
C1 0.112 0.554 -1.561  -0.049
C2 0.445 0.336 0.930  -0.119
H2 -1.526 -1.255 0.826  0.115
H3 1.345 0.242 1.529  0.091
H4 0.844 -2.273 0.336  0.083
C3 -1.372 -0.335 0.246  -0.118
H5 -0.452 0.092 -2.379  0.082
C4 0.797 -1.688 -0.589  -0.051
H6 -2.230 -0.137 -0.397  0.103
C5 0.090 -0.379 -0.337  -0.545
H7 -0.357 1.520 -1.329  0.087
H8 0.203 1.696 2.761  0.066
H9 1.826 -1.491 -0.922  0.084
C6 -0.829 0.731 1.145  -0.138
H10 -1.309 1.608 1.559  0.081
H11 0.287 -2.267 -1.362  0.081
H12 0.775 1.897 2.331  0.066

Atoms 1-6, force components in eV/Å:
H -0.08 -0.10 0.09
C 0.04 -0.07 -0.10
C -0.09 -0.07 -0.03
H -0.21 0.19 -0.21
H 0.07 0.68 -0.40
H -0.04 -0.05 -0.20

***

(8)
The molecule C6H12 in a non-equilibrium geometry, computed with ωB97M-V with the def2-TZVPD basis set.

Summary:
Energy above the lowest of the compared OMol25 structures with the same formula, charge and spin in kJ/mol: 163.3
Total charge: 0
M in g/mol: 84.16
Calculated total energy in eV: -6415.2481
HOMO level in eV: -9.5
SMILES: C=CCCCC
LUMO in eV: 1.26

Last column: Löwdin charge in e.
Element x y z (Å)
H1 -1.483 0.087 0.169  0.003
C1 1.426 0.353 0.109  -0.221
H2 2.400 0.566 -0.354  0.110
H3 1.601 0.304 1.194  0.110
C2 -0.115 2.237 0.724  -0.012
H4 -2.671 -1.328 -0.231  0.064
C3 0.927 -1.014 -0.406  -0.238
H5 -0.791 3.039 0.442  0.056
C4 -0.397 -1.528 0.205  -0.222
C5 -1.725 -0.772 -0.398  -0.081
H6 -1.796 -0.483 -1.481  0.077
H7 0.314 1.706 -1.247  0.108
C6 0.500 1.497 -0.191  -0.216
H8 1.741 -1.737 -0.240  0.105
H9 -0.273 -1.405 1.322  0.113
H10 -0.465 -2.608 0.085  0.079
H11 0.027 2.051 1.787  0.063
H12 0.779 -0.964 -1.488  0.103

Atoms 1-6, force components in eV/Å:
H -1.61 1.48 0.37
C -0.08 -0.02 0.03
H -0.15 -0.10 0.05
H -0.08 -0.03 -0.17
C 0.10 0.00 -0.06
H 0.66 0.58 0.66